No. 1
Computed, not measured: C45H44P2Tc as an isolated structure at a distorted geometry, with ωB97M-V/def2-TZVPD.

The geometry in XYZ format:
```
92
Properties=species:S:1:pos:R:3:forces:R:3
Tc -0.282818 0.350007 2.619293 0.2936 -2.2889 1.3703
C -1.914428 0.221851 4.190729 -1.6726 -0.5128 0.0193
C -2.473586 -0.053709 2.923204 -0.4294 -0.7191 1.1767
C -3.275366 0.873577 2.045829 -0.9086 0.2268 -0.4815
C -2.487812 1.731168 1.037549 -0.2782 -0.6689 -0.2758
C -1.060916 1.956807 1.455704 0.2161 1.6579 0.9483
C -0.774760 2.407966 2.784883 0.1136 0.9041 -0.5170
C -1.843208 2.676900 3.824911 0.0153 0.5552 0.4539
C -1.956623 1.554429 4.866892 0.1957 0.8003 0.0884
C 1.515904 0.881333 1.842510 1.3514 0.0663 -0.9916
H -1.897956 -0.613722 4.909631 0.4621 0.1631 -0.6167
H -2.821594 -1.096285 2.868638 0.5812 0.2200 -0.3429
H -3.872902 1.542316 2.670784 -0.1229 -0.3287 -0.1037
H -3.994344 0.275889 1.460020 0.2585 0.1283 0.3946
H -2.536674 1.268005 0.041895 0.2133 -0.0538 0.2268
H -3.014838 2.686799 0.903359 0.3418 0.0598 0.1179
H -0.412592 2.335262 0.659778 0.1512 -0.3947 0.2923
H 0.103598 3.056285 2.892552 -0.1639 -0.5070 -0.0367
H -2.815948 2.840390 3.352707 0.3584 0.1263 0.0984
H -1.583124 3.619623 4.327168 -0.1154 -0.2540 -0.0845
H -1.125916 1.629423 5.586706 -0.3266 -0.0363 -0.1801
H -2.888570 1.704574 5.445319 0.2853 -0.3441 -0.2375
H 2.255630 0.080696 2.037794 -0.0560 0.3205 -0.1765
H 1.963408 1.828377 2.202199 -0.1911 -0.4648 -0.1753
H 1.374546 0.987855 0.751043 0.2865 -0.0703 0.1461
P -0.378206 -1.310031 -3.179000 -0.5937 -0.7265 -1.1672
P 0.910693 0.975335 -3.108658 0.7207 0.5459 -1.3611
C -1.474828 0.066275 -3.593311 0.7066 1.8090 0.1113
C -0.800078 1.258924 -3.576255 -0.9873 -1.6537 0.3390
C -0.691714 -2.495791 -4.592657 0.3666 -0.3712 0.0262
C -1.750550 -2.393752 -5.520568 0.0658 -0.0043 0.2581
C -2.018874 -3.456835 -6.393553 0.0791 -0.1015 0.0410
C -1.225208 -4.610358 -6.391716 0.2834 0.4315 0.3410
C -0.070169 -4.637867 -5.593056 -0.1731 0.1415 -0.0293
C 0.196514 -3.593760 -4.704758 -0.3542 0.3059 0.0952
C -1.030494 -2.130306 -1.693223 -0.0374 0.3544 0.4726
C -0.296906 -2.163170 -0.488433 -0.0597 -0.1100 -0.5576
C -0.790590 -2.876820 0.596412 -0.4295 0.0374 0.0925
C -2.029930 -3.528913 0.508758 0.0929 0.1622 -0.1839
C -2.762834 -3.461230 -0.680922 -0.1962 0.0036 0.1599
C -2.294782 -2.722855 -1.763597 0.2990 -0.2303 -0.0330
C 1.762946 1.007292 -4.784794 0.1868 0.1714 0.0507
C 1.591153 0.028419 -5.794922 0.0612 0.0983 0.2639
C 2.207214 0.183379 -7.046523 -0.0513 0.1862 0.3161
C 3.016892 1.297536 -7.310114 -0.0492 -0.0396 0.4170
C 3.225491 2.237033 -6.294169 -0.1462 -0.0485 -0.1909
C 2.577851 2.113817 -5.063682 0.0404 0.0075 0.1251
C 1.459322 2.427573 -2.147362 0.5161 0.2850 0.4336
C 2.736180 2.373555 -1.544713 -0.3226 -0.0363 -0.1169
C 3.209040 3.437274 -0.779472 0.0907 0.0708 0.0658
C 2.439056 4.591069 -0.599004 -0.1728 -0.3540 -0.2747
C 1.173449 4.651645 -1.187932 0.0399 -0.0314 0.0977
C 0.677856 3.577338 -1.933331 0.0298 -0.1085 -0.1043
H -2.512882 -0.080477 -3.882488 0.1114 0.2187 0.0081
H -1.156878 2.261054 -3.819155 -0.2538 -0.4264 -0.0686
H -2.378518 -1.496663 -5.579850 0.2232 -0.4475 0.1340
H -2.862638 -3.388919 -7.085813 0.2782 0.0285 0.3036
H -1.483540 -5.470516 -7.014027 0.1489 0.4023 0.1035
H 0.625430 -5.474388 -5.671339 -0.2371 0.2111 0.1076
H 1.101040 -3.600934 -4.087226 -0.3446 -0.1949 -0.1634
H 0.671444 -1.665731 -0.409919 -0.1681 -0.1590 -0.1437
H -0.195741 -2.931782 1.508502 -0.1806 -0.0671 -0.1787
H -2.436856 -4.072152 1.366000 0.2403 0.0897 -0.3468
H -3.708409 -3.996066 -0.790225 0.2354 0.2354 0.2210
H -2.889606 -2.638863 -2.679516 0.2418 -0.2064 0.3284
H 0.978278 -0.861926 -5.618847 0.2536 0.3771 -0.0922
H 2.067380 -0.575424 -7.820572 -0.0408 0.2489 0.3246
H 3.484568 1.429811 -8.293831 -0.1826 -0.1235 0.5201
H 3.888788 3.086951 -6.455060 -0.2559 -0.1823 -0.0373
H 2.689218 2.902854 -4.314438 0.1310 -0.3024 -0.3002
H 3.351730 1.483374 -1.683835 -0.0657 0.2381 0.0700
H 4.193526 3.375051 -0.314132 -0.2482 -0.0392 -0.1872
H 2.820796 5.433364 -0.015412 -0.1394 -0.3403 -0.2273
H 0.571638 5.552951 -1.063533 0.0859 -0.3045 -0.0818
H -0.314960 3.655086 -2.370626 0.1734 0.0456 0.0928
C 0.932906 -3.380333 6.837161 0.0137 0.5815 -0.1433
C 0.669440 -3.465182 5.456691 0.0617 0.4070 0.0554
C 0.654756 -2.327229 4.653626 -0.1435 0.1203 0.5867
C 0.897678 -1.052035 5.202762 0.2304 -0.3973 0.4354
C 0.902958 0.159062 4.411639 -0.4738 1.0707 -0.5964
C 1.506476 1.287208 4.970921 0.1182 0.0764 0.7617
C 1.656504 1.396941 6.377259 0.1384 0.4873 -0.7308
C 1.491125 0.296772 7.186654 -0.2359 0.1022 0.1319
C 1.189236 -0.964012 6.620329 -0.4094 -0.5838 -0.7182
C 1.161900 -2.137950 7.415302 0.2487 -0.0656 -0.2972
H 0.979770 -4.276550 7.446864 -0.1048 0.0977 -0.1207
H 0.478258 -4.429745 5.010828 0.0521 -0.0847 -0.0299
H 0.474994 -2.415266 3.584498 0.0011 -0.0910 0.0599
H 1.842481 2.096219 4.322124 -0.3496 -0.0368 0.2782
H 1.915216 2.364993 6.804590 0.0662 -0.2735 -0.0832
H 1.600288 0.377491 8.271095 0.1021 -0.0163 -0.3591
H 1.394604 -2.047662 8.482453 -0.1870 -0.0768 -0.4180
```
Forces are in eV/Å.

## Properties
Kohn-Sham gap (spin up / spin down) (eV): 6.1939 / 5.4334
⟨S²⟩: 3.834
Total charge: +2
HOMO (spin up / spin down) (eV): -12.573 / -13.084
Multiplicity: 4

And the Mulliken charges, in e, turn out to be:
1. Tc -0.390
2. C -0.616
3. C 0.101
4. C -1.298
5. C -0.696
6. C -0.169
7. C 0.544
8. C -1.568
9. C -0.483
10. C -1.206
11. H 0.671
12. H 0.588
13. H 0.359
14. H 0.436
15. H 0.381
16. H 0.312
17. H 0.218
18. H 0.735
19. H 0.246
20. H 0.509
21. H 0.274
22. H 0.487
23. H 0.649
24. H 0.309
25. H -0.115
26. P 0.339
27. P 0.723
28. C -0.263
29. C -0.768
30. C 0.317
31. C -0.107
32. C -0.626
33. C -0.454
34. C -0.624
35. C -0.476
36. C 0.458
37. C -0.504
38. C -0.319
39. C -0.562
40. C -0.779
41. C -0.539
42. C 0.553
43. C -0.010
44. C -0.789
45. C -0.491
46. C -0.731
47. C -0.473
48. C 0.837
49. C -0.288
50. C -0.741
51. C -0.502
52. C -0.635
53. C -0.709
54. H 0.631
55. H 0.640
56. H 0.337
57. H 0.401
58. H 0.412
59. H 0.402
60. H 0.386
61. H 0.464
62. H 0.496
63. H 0.475
64. H 0.422
65. H 0.438
66. H 0.099
67. H 0.427
68. H 0.381
69. H 0.409
70. H 0.270
71. H 0.468
72. H 0.428
73. H 0.422
74. H 0.431
75. H 0.233
76. C -0.675
77. C -0.580
78. C -0.290
79. C 0.828
80. C 0.298
81. C -0.293
82. C -0.787
83. C -0.843
84. C 1.033
85. C -0.687
86. H 0.415
87. H 0.443
88. H 0.341
89. H 0.316
90. H 0.437
91. H 0.451
92. H 0.406


No. 2
Computed, not measured: C45H45BBrInN6P2S2 as an isolated structure at a distorted geometry, with ωB97M-V/def2-TZVPD.

The geometry in XYZ format:
```
103
Properties=species:S:1:pos:R:3:forces:R:3
In -13.051612 11.857540 12.882998 -1.0844 0.0153 0.4281
C -17.430354 16.173998 17.854522 0.3766 -0.8859 -2.1055
N -16.443579 12.605849 14.317277 1.3773 0.7355 0.8543
C -17.571086 13.157870 13.812025 0.3977 1.0250 -1.1843
C -17.248052 14.359562 13.256853 0.5325 -0.3621 0.8554
N -15.900823 14.611540 13.544073 -1.5158 -1.2135 0.1704
B -15.180309 15.799894 12.915551 0.9885 -1.2860 0.8612
N -14.671864 15.300218 11.480877 -0.1877 1.5076 1.4890
C -14.313761 16.358188 10.696195 0.0469 -0.2156 -0.9238
C -13.998983 15.866222 9.471619 0.1776 0.0963 0.5858
N -14.110719 14.512398 9.573335 0.2848 -0.5993 -0.7146
C -13.913479 13.511935 8.537846 0.8823 -0.5400 0.4670
C -14.455305 14.189638 10.810985 -0.6637 -1.1580 0.1977
S -14.658704 12.476735 11.098976 -0.4098 -0.0701 0.9400
C -15.432188 13.568050 14.227110 -0.7265 -1.4276 -0.7622
S -13.840219 13.223161 14.813092 0.1942 0.3300 0.0682
H -18.389087 15.818066 18.208733 -0.0454 -0.4020 0.1092
H -17.622777 16.562575 16.766848 0.5001 -0.1783 2.1147
H -17.081129 16.893080 18.545844 0.1071 1.3567 0.3010
H -18.497705 12.682748 13.821431 -1.1840 -0.8094 0.0455
H -17.867504 15.061251 12.722633 0.1308 0.0389 0.1209
H -15.895478 16.720152 12.974474 -0.5335 0.5420 -0.8811
H -14.232209 16.024064 13.572960 0.7510 0.1475 0.2408
H -14.310449 17.347332 11.102111 -0.1005 0.2829 -0.1185
H -13.607289 16.311419 8.605191 0.1406 0.5902 -0.8909
H -12.931799 13.032719 8.684493 -0.2656 0.1214 -0.0291
H -13.849640 14.085965 7.650884 -0.2997 0.0394 -1.2760
H -14.652282 12.681224 8.565888 0.2420 1.1215 -0.2871
C -13.919402 9.429151 15.059709 1.6362 0.4799 -0.0314
N -12.592618 10.191786 14.937496 -0.7445 -1.6545 -0.1655
C -11.546952 9.305374 14.291061 -0.8708 0.6421 -0.4885
P -11.740539 9.694690 12.418881 0.4822 -1.1927 1.9665
C -10.165579 9.877079 11.616499 0.6258 0.0619 -0.4232
C -10.280074 9.541817 10.254758 -0.2297 0.0316 1.7685
C -9.159361 9.536152 9.491835 -0.0725 0.4479 -1.9313
C -7.914837 9.900881 10.000048 -0.2492 -0.3967 -0.1950
C -7.804669 10.251100 11.321465 0.2670 0.2911 0.5755
C -8.926825 10.289466 12.124097 -0.9697 -0.1167 0.6441
C -12.338771 8.127656 11.783040 -0.4753 -0.7798 -0.2211
C -11.563588 6.952601 11.688573 3.3556 0.6289 0.3521
C -12.048932 5.828624 11.117202 0.3497 -3.0471 0.2379
C -13.359423 5.761349 10.696839 0.1727 0.0680 -0.4306
C -14.120211 6.878025 10.708048 -0.6300 2.0098 0.8056
C -13.644030 8.072289 11.328222 1.5751 -2.9895 -0.9998
C -12.168009 10.940737 16.089123 1.0187 0.4903 -0.4709
C -12.761459 10.935007 17.343985 1.4550 2.1596 -0.6788
C -12.336185 11.865614 18.308466 0.3105 -0.4357 -0.7014
C -11.209562 12.682702 18.129878 -3.2117 -4.1568 -3.3397
C -10.583210 12.567001 16.899594 1.7420 0.9610 0.5464
C -11.059951 11.813547 15.860787 -0.7711 -1.4597 0.4739
P -15.209190 10.162175 14.013318 -0.3894 -0.0294 -0.7832
C -16.301539 11.286343 14.937085 -0.3118 1.2657 1.8560
C -16.903841 11.070774 16.138687 0.3289 -0.3760 -1.1668
C -17.920529 11.884921 16.829482 -0.8800 0.5647 -0.0350
C -17.801911 13.073246 17.442911 -0.2028 0.7804 -0.3822
C -16.525597 13.814885 17.492209 -1.3637 1.3038 0.7166
C -16.321366 15.128548 17.731920 -1.2021 -0.4122 -1.5602
C -16.312284 8.797434 13.482188 -0.2507 0.1013 -1.0864
C -16.523164 7.554601 14.079099 0.2887 -0.0768 0.7916
C -17.246071 6.542939 13.425405 -0.3506 -0.0286 0.2007
C -17.871671 6.876549 12.214767 -0.5602 0.2801 -0.6906
C -17.708097 8.138665 11.539549 1.7488 -1.5165 4.2859
C -16.886163 9.078325 12.220977 -0.9294 -1.8324 -0.3398
H -14.160447 9.368220 16.082920 -0.4742 -0.0270 1.2579
H -13.760260 8.395376 14.758770 -0.0693 -0.0070 -0.3370
H -11.681364 8.213674 14.518157 0.0578 1.0170 -0.3114
H -10.561386 9.611495 14.604831 0.2733 0.0784 0.1982
H -11.263203 9.238186 9.913197 0.2756 -0.0052 -0.5315
H -9.381774 9.353866 8.435579 0.8760 -0.1854 0.2019
H -7.028848 9.884607 9.403126 0.2574 -0.0427 -0.4767
H -6.852743 10.499966 11.782233 -0.0484 0.0369 -0.3080
H -8.811355 10.638644 13.151620 -0.1549 -0.2589 -0.1436
H -10.432568 6.865913 11.903836 -1.9306 0.7936 0.0904
H -11.474010 4.840082 11.040313 -0.4424 1.8963 0.2138
H -13.742937 4.866032 10.278255 -0.2588 -0.6896 -0.3671
H -15.078849 6.860703 10.228660 -0.4914 0.1203 0.1195
H -14.147723 8.952751 11.354459 -2.0435 2.2391 -0.1349
H -13.671602 10.513814 17.594176 -1.5080 -1.4297 0.0825
H -12.980466 11.825901 19.167871 0.3346 0.5591 0.6500
H -10.954801 13.265511 18.871447 1.8013 3.0926 3.4923
H -9.589526 13.032756 16.819948 -0.6205 0.1480 -0.3484
H -10.491257 11.763395 14.934160 -0.1715 0.0684 0.0264
H -16.747657 10.084707 16.572233 -0.0159 -0.1251 -0.1048
H -18.952937 11.493401 16.756764 0.7156 -0.1592 0.1235
H -18.756599 13.565551 17.766776 1.1630 -0.5385 -0.0616
H -15.688536 13.272505 17.204161 1.5467 -1.1834 -0.3848
H -15.330982 15.518976 17.438022 -0.4052 -0.1649 0.7193
H -16.171540 7.439293 15.120455 -0.0003 -0.3775 -0.7190
H -17.384308 5.506472 13.877091 0.1384 1.7053 -0.5731
H -18.610896 6.155982 11.805891 0.8528 0.4232 0.0529
H -18.181640 8.242813 10.623812 -0.7166 0.7243 -1.5238
H -16.698525 10.024370 11.793433 0.1960 1.0156 -0.6173
Br -9.201952 16.753466 10.153320 -0.3701 -0.7762 -0.0844
C -10.042718 15.231211 10.898862 -0.4636 0.2667 1.7117
C -10.396566 14.055055 10.230010 0.9172 1.4323 0.1456
C -10.940934 13.029451 10.932595 -1.2183 -0.9886 1.0404
N -11.268757 13.060805 12.252617 0.7387 1.6595 -0.5690
C -10.981054 14.228968 12.896983 0.1175 -0.7252 -1.3855
C -10.376044 15.300589 12.278415 0.2587 0.4555 -0.4738
H -10.218527 13.976633 9.187300 0.1501 -0.2480 -0.7571
H -11.248965 12.125048 10.424510 0.1692 -0.0593 -0.1307
H -11.266036 14.320325 13.908037 -0.3660 -0.1122 1.0473
H -10.225369 16.203473 12.892413 0.1249 -0.4979 -0.6064
```
Forces are in eV/Å.

## Properties
Kohn-Sham gap (eV): 7.3060
Total charge: +2
Energy above the lowest of the compared OMol25 structures with the same formula, charge and spin (kJ/mol): 107.2
HOMO (eV): -12.570

Atom charges from the Mulliken analysis, given in e for atoms 1 to 99:
1. In 2.285
2. C -1.159
3. N 1.360
4. C -0.428
5. C -1.324
6. N 0.575
7. B -0.242
8. N 0.687
9. C -0.827
10. C -0.591
11. N 0.196
12. C -0.867
13. C -0.103
14. S -0.709
15. C -0.840
16. S -0.341
17. H 0.365
18. H 0.200
19. H 0.389
20. H 0.747
21. H 0.641
22. H -0.104
23. H -0.044
24. H 0.610
25. H 0.533
26. H 0.270
27. H 0.415
28. H 0.328
29. C -1.924
30. N -0.017
31. C -1.286
32. P 2.055
33. C 0.559
34. C -0.936
35. C -0.662
36. C -0.783
37. C -0.602
38. C -0.502
39. C -0.226
40. C -0.443
41. C -0.653
42. C -0.630
43. C -0.828
44. C -0.260
45. C 0.522
46. C -0.700
47. C -0.648
48. C -1.167
49. C -0.972
50. C 0.598
51. P 0.660
52. C -0.644
53. C -0.209
54. C -1.033
55. C -0.324
56. C -0.145
57. C -0.193
58. C 0.671
59. C -0.275
60. C -0.764
61. C -0.374
62. C -1.167
63. C -0.628
64. H 0.966
65. H 0.542
66. H 0.487
67. H 0.725
68. H 0.639
69. H 0.398
70. H 0.476
71. H 0.478
72. H 0.295
73. H 0.244
74. H 0.336
75. H 0.470
76. H 0.485
77. H 0.981
78. H 0.399
79. H 0.474
80. H 0.693
81. H 0.415
82. H 0.254
83. H 0.507
84. H 0.372
85. H 0.222
86. H 0.417
87. H 0.376
88. H 0.383
89. H 0.388
90. H 0.366
91. H 0.580
92. H 0.494
93. Br -0.056
94. C -0.198
95. C -0.651
96. C -0.143
97. N 0.392
98. C -0.489
99. C -0.849